{
  "formula": "C19H43P3S2W",
  "method": "ωB97M-V with the def2-TZVPD basis set",
  "orbital_gap_ev": [6.73, 5.89],
  "de_lowest_kj_mol": 0.00,
  "charge": 4,
  "s_squared": 2.0263,
  "multiplicity": 3,
  "symbols": ["W", "P", "P", "P", "H", "C", "C", "H", "C", "C", "C", "C", "C", "C", "C", "C", "C", "H", "H", "H", "H", "H", "H", "H", "H", "H", "H", "H", "H", "H", "H", "H", "H", "H", "H", "H", "H", "H", "H", "H", "H", "H", "H", "H", "H", "H", "C", "C", "C", "C", "C", "C", "S", "H", "H", "H", "H", "H", "H", "C", "S", "C", "H", "H", "H", "H", "H", "H"],
  "coordinates": [[0.5577, -0.9388, -0.5096], [-0.3476, 1.2792, 0.4872], [-1.8304, -1.4890, -0.7377], [2.6511, 0.4733, -0.5382], [2.0954, -1.3102, -3.0834], [1.7843, -1.7596, -2.1368], [0.3726, -2.2181, -2.0696], [-0.1947, -2.2346, -3.0059], [-0.5855, 2.5682, -0.7957], [-1.9802, 1.3649, 1.3481], [0.5328, 2.3211, 1.7250], [-2.2373, -3.0138, -1.6489], [-2.5849, -1.9456, 0.8755], [-3.0076, -0.3260, -1.4616], [4.0339, -0.1179, -1.5878], [3.4632, 0.3285, 1.1270], [2.8968, 2.2791, -0.8772], [2.5314, -2.4940, -1.8223], [0.3206, -3.0859, -1.4564], [-0.9670, 3.4686, -0.2944], [-1.2868, 2.2448, -1.5664], [0.3658, 2.8043, -1.2742], [-2.1138, 2.3934, 1.7112], [-1.9922, 0.6872, 2.2111], [-2.8165, 1.1205, 0.6888], [-0.1002, 3.1955, 1.9290], [1.5026, 2.6833, 1.3868], [0.6679, 1.7698, 2.6630], [-2.9907, -3.5898, -1.1127], [-1.4199, -3.7288, -1.7904], [-2.5977, -2.7543, -2.6460], [-2.9399, -2.9882, 0.7836], [-3.4488, -1.3116, 1.1124], [-1.8840, -1.9236, 1.7175], [-3.9982, -0.5359, -1.0427], [-3.0285, -0.4873, -2.5442], [-2.7558, 0.7236, -1.2833], [4.9444, 0.4239, -1.3097], [3.7845, 0.0865, -2.6420], [4.1904, -1.1949, -1.4511], [4.2916, 1.0570, 1.1664], [3.8707, -0.6807, 1.2538], [2.7563, 0.5361, 1.9438], [3.9689, 2.4997, -0.7214], [2.3172, 2.9441, -0.2337], [2.6514, 2.4819, -1.9308], [-0.7054, 0.1899, -4.9500], [-1.0274, 1.3294, -5.6900], [-1.8189, 1.2453, -6.8026], [-2.2639, -0.0095, -7.2357], [-1.8596, -1.1689, -6.5557], [-1.1270, -1.0621, -5.3586], [0.4071, 0.6577, -3.6629], [1.3757, 0.9900, -4.5191], [-0.6051, 2.2910, -5.3562], [-2.0361, 2.1753, -7.3614], [-2.9768, -0.0578, -8.0452], [-2.0962, -2.1525, -6.9858], [-0.8657, -1.9607, -4.8206], [0.5472, -2.1966, 2.7459], [0.9254, -2.5637, 0.9863], [2.6592, -3.1696, 1.1145], [-0.5012, -1.8819, 2.8339], [1.2461, -1.4154, 3.0901], [0.7177, -3.1565, 3.2488], [3.3812, -2.3457, 0.9906], [2.7153, -3.6067, 2.1186], [2.7806, -3.9328, 0.3370]],
  "mulliken_charge": [0.79, 0.60, 1.80, 1.16, 0.63, -1.37, -1.81, 0.24, -1.22, -1.27, -1.42, -1.60, -1.29, -1.45, -1.37, -1.23, -1.56, 0.51, 1.14, 0.50, 0.30, 0.26, 0.55, 0.42, 0.40, 0.56, 0.39, 0.43, 0.53, 0.43, 0.44, 0.48, 0.44, -0.07, 0.54, 0.37, 0.24, 0.55, 0.41, 0.34, 0.51, 0.38, 0.22, 0.56, 0.46, 0.37, 0.74, -0.35, -0.74, -0.37, -0.75, -0.25, 0.00, 0.27, 0.46, 0.43, 0.49, 0.47, 0.62, -1.03, 0.30, -0.87, 0.26, 0.35, 0.63, 0.08, 0.55, 0.41]
}